{
  "formula": "HO4PS",
  "method": "ωB97M-V with the def2-TZVPD basis set",
  "gap_ev": 5.2,
  "total_charge": -2,
  "homo_energy_ev": 1.39,
  "e_tot_ha": -1041.14100,
  "fmax_ev_per_a": 1.4,
  "elements": ["O", "O", "O", "O", "P", "S", "H"],
  "coordinates": [[2.82483, 0.98109, -1.26090], [2.47501, -1.33057, -0.21449], [3.78312, 0.59818, 1.03478], [-0.06459, 0.87111, 1.07348], [2.89940, 0.09528, -0.06055], [-0.79622, 1.47701, -0.24168], [0.28104, 1.53723, -1.03141]],
  "atomic_forces_ev_per_a": [[-0.538, 0.007, 0.067], [0.144, 0.548, 0.649], [-0.546, -0.594, 0.375], [-0.669, 0.341, -0.475], [0.985, -0.050, -1.055], [0.545, -0.467, 1.132], [0.079, 0.215, -0.693]],
  "nbo_charge": [-1.164, -1.141, -1.156, -1.123, 2.446, 0.073, 0.064]
}